Run 1
Computed, not measured: a molecular structure, C6H11N2, with wB97M-V/def2-TZVPD.

Geometry as XYZ:
```
19
C6H11N2 wB97M-V/def2-TZVPD
C 0.602 0.020 -2.374
C -0.475 -0.921 -1.803
C -0.326 -1.260 -0.311
C -0.031 -0.024 0.604
C 0.718 -0.340 1.719
N 0.494 0.820 2.647
C -0.450 1.550 1.794
N -0.664 1.113 0.459
H 0.745 0.022 -3.441
H 0.414 1.086 -1.941
H 1.550 -0.158 -1.921
H -1.548 -0.455 -1.930
H -0.643 -1.877 -2.443
H -1.297 -1.688 0.038
H 0.506 -1.976 -0.110
H 1.013 -1.344 2.128
H 1.312 1.314 2.904
H -0.464 2.736 1.734
H -1.455 1.381 2.248
```

Summary:
Frontier orbital gap   0.2600 hartree
Net charge   +1


Run 2
Computed, not measured: a molecular structure, C6H11N2, with wB97M-V/def2-TZVPD.

Geometry as XYZ:
```
19
C6H11N2 wB97M-V/def2-TZVPD
C -0.978 3.131 -0.454
C -0.847 1.995 0.637
C 0.307 1.721 -0.069
C 1.026 -1.638 -0.950
C 0.492 -1.596 -2.090
N -0.777 -0.882 1.300
C 0.014 -2.055 0.966
N 1.242 -1.613 0.320
H -1.477 2.635 -1.283
H -1.619 3.939 -0.093
H -0.150 3.741 -0.809
H -0.961 2.372 1.637
H -0.565 -0.503 2.219
H 0.562 0.810 -0.663
H 1.270 2.258 -0.126
H 0.756 -1.819 -3.109
H -0.896 -0.063 0.695
H -0.602 -2.702 0.326
H 0.312 -2.648 1.827
```

Summary:
Frontier orbital gap   0.1421 hartree
Net charge   +1


The winner here is run 1, beating the second structure by 170.8 kcal/mol.


Run 1
Computed, not measured: 2 unconnected molecules or ions with the total composition C6H11N2, with wB97M-V/def2-TZVPD.

Geometry as XYZ:
```
19
C6H11N2 wB97M-V/def2-TZVPD
C -1.528 -1.717 -0.569
C -0.641 -0.633 -1.017
C 0.518 -0.250 -0.414
C 0.958 -0.479 0.910
N 2.196 -0.058 0.967
C 2.604 0.497 -0.250
C 1.547 0.526 -1.071
N -1.861 2.023 1.145
H -1.551 -2.475 -1.353
H -2.532 -1.336 -0.383
H -0.881 -0.146 -1.960
H -1.417 1.129 1.048
H 0.403 -0.807 1.777
H 2.853 -0.390 1.663
H 3.518 1.050 -0.398
H 1.606 0.750 -2.125
H -1.143 -2.184 0.336
H -1.813 2.578 0.303
H -2.836 1.921 1.391
```

Summary:
Frontier orbital gap   0.2707 hartree
Net charge   +1


Run 2
Computed, not measured: 2 unconnected molecules or ions with the total composition C6H11N2, with wB97M-V/def2-TZVPD.

Geometry as XYZ:
```
19
C6H11N2 wB97M-V/def2-TZVPD
C -4.469 -0.560 -0.216
C 3.310 -0.985 -0.119
C 3.627 0.404 -0.332
C -2.440 1.065 -0.102
C 2.359 0.092 0.597
C -2.075 -0.224 0.487
N -3.298 -0.098 0.037
N 1.137 0.311 0.213
H -4.729 -1.563 0.076
H -5.189 0.062 -0.718
H 2.822 -1.552 -0.901
H 3.869 -1.571 0.595
H 4.429 0.871 0.218
H 3.380 0.872 -1.275
H -2.662 1.925 0.523
H -2.104 1.324 -1.101
H 2.534 0.206 1.660
H -1.479 -0.796 1.147
H 0.980 0.217 -0.788
```

Summary:
Frontier orbital gap (alpha / beta)   0.1219 / 0.1220 hartree
Net charge   +1


The winner here is run 1, beating the second structure by 154.1 kcal/mol.


Run 1
Computed, not measured: a single C10H10N2 molecule, with wB97M-V/def2-TZVPD.

Geometry as XYZ:
```
22
C10H10N2 wB97M-V/def2-TZVPD
C -1.498 -1.933 -0.938
C -1.836 -1.820 1.537
C -1.377 -1.070 2.568
C -0.369 -0.355 0.778
C 0.363 0.467 -0.180
C 1.564 0.922 0.352
C 2.459 1.739 -0.447
C 2.112 1.985 -1.792
C 0.849 1.574 -2.338
C 0.005 0.763 -1.517
H -0.463 -1.909 -1.596
H -2.320 -1.458 -1.249
H -1.816 -3.036 -0.780
H -2.689 -2.380 1.465
H -1.670 -1.262 3.616
H 1.873 0.675 1.485
H 3.277 2.131 0.159
H 2.866 2.624 -2.324
H 0.803 1.786 -3.495
H -0.917 0.558 -1.860
N -1.311 -1.390 0.335
N -0.486 -0.234 2.014
```

Summary:
SMILES   Cn1ccnc1-c1ccccc1
Frontier orbital gap   0.3309 hartree
Net charge   0


Run 2
Computed, not measured: 2 unconnected molecules or ions with the total composition C10H10N2, with wB97M-V/def2-TZVPD.

Geometry as XYZ:
```
22
C10H10N2 wB97M-V/def2-TZVPD
C 0.547 2.226 -0.475
C -0.207 2.465 -1.714
C -1.580 2.425 -1.497
C -1.974 1.995 -0.137
C -1.119 1.681 0.980
C 1.728 -2.115 1.224
C 0.995 -1.016 0.823
C -0.021 -1.028 -0.122
C -0.267 -2.250 -0.550
C 0.272 -3.291 0.010
H 1.599 2.547 -0.657
H 0.363 2.642 -2.607
H -2.504 2.980 -2.177
H -2.958 2.214 0.173
H -1.410 1.658 2.070
H 2.569 -2.293 1.940
H 1.241 0.006 1.202
H -0.170 0.000 -0.768
H -0.994 -2.493 -1.318
H -0.013 -4.369 -0.338
N 0.270 2.031 0.773
N 1.449 -3.379 0.830
```

Summary:
SMILES   c1ccncc1.c1ccncc1
Frontier orbital gap   0.3505 hartree
Net charge   0


The winner here is run 1, beating the second structure by 48.8 kcal/mol.


Run 1
Computed, not measured: 2 unconnected molecules or ions with the total composition C2H5B, with wB97M-V/def2-TZVPD.

Geometry as XYZ:
```
8
C2H5B wB97M-V/def2-TZVPD
B 0.344 0.428 0.713
C -0.121 0.541 -0.681
C 0.130 -0.827 -0.098
H 0.437 0.964 2.445
H -1.153 0.829 -0.433
H 0.110 0.888 -1.668
H 0.991 -1.259 -0.320
H -0.737 -1.564 0.042
```

Summary:
Frontier orbital gap   0.3793 hartree
Net charge   0


Run 2
Computed, not measured: 2 unconnected molecules or ions with the total composition C2H5B, with wB97M-V/def2-TZVPD.

Geometry as XYZ:
```
8
C2H5B wB97M-V/def2-TZVPD
B -1.300 -0.292 -0.106
C 1.362 -0.186 0.231
C 0.171 0.104 -0.217
H -2.187 -0.625 -0.830
H -2.103 0.646 1.075
H 2.171 0.419 -0.041
H 1.823 -1.055 0.700
H 0.063 0.990 -0.811
```

Summary:
Frontier orbital gap   0.3407 hartree
Net charge   0


The winner here is run 2, beating the second structure by 19.1 kcal/mol.


Run 1
Computed, not measured: a single C6H9NOS molecule, with wB97M-V/def2-TZVPD.

Geometry as XYZ:
```
18
C6H9NOS wB97M-V/def2-TZVPD
C -0.673 -0.013 0.564
C 0.155 0.242 -0.827
C -1.874 0.768 0.758
C 1.144 -1.337 1.459
C 2.228 -0.383 0.846
C -0.419 0.506 -2.163
N -2.608 0.556 1.768
O -0.084 -0.604 1.645
S 1.842 -0.269 -0.953
H -1.979 1.452 -0.046
H 0.826 -2.302 0.858
H 1.408 -1.579 2.427
H 2.123 0.507 1.404
H 3.201 -0.779 0.882
H 0.396 0.891 -2.744
H -1.283 1.052 -2.278
H -0.743 -0.409 -2.660
H -3.226 1.385 1.890
```

Summary:
SMILES   [H]/N=C/C1=C(C)SCCO1
Frontier orbital gap (alpha / beta)   0.2705 / 0.2716 hartree
Net charge   0


Run 2
Computed, not measured: 2 unconnected molecules or ions with the total composition C6H9NOS, with wB97M-V/def2-TZVPD.

Geometry as XYZ:
```
18
C6H9NOS wB97M-V/def2-TZVPD
C 2.526 -0.935 -0.611
C 1.597 -1.880 -0.421
C 1.093 -0.416 1.097
C 2.278 0.142 0.390
C -3.041 0.949 0.249
C -1.958 -0.052 -0.038
N 0.746 -1.563 0.637
O -0.944 0.211 -0.631
S -2.266 -1.646 0.644
H 3.310 -0.916 -1.341
H 1.431 -2.793 -0.963
H 3.118 0.319 1.060
H 2.028 1.088 -0.088
H -2.737 1.514 1.132
H -3.991 0.464 0.450
H -3.133 1.651 -0.579
H 0.584 0.037 1.928
H -0.948 -2.002 0.569
```

Summary:
SMILES   C1=CN=CC1.CC(=O)S
Frontier orbital gap   0.3705 hartree
Net charge   0


Run 3
Computed, not measured: a single C6H9NOS molecule, with wB97M-V/def2-TZVPD.

Geometry as XYZ:
```
18
C6H9NOS wB97M-V/def2-TZVPD
C 0.242 -1.866 0.248
C -0.759 1.556 0.885
C -0.111 0.339 1.514
C -1.693 0.969 -0.229
C 0.696 -0.545 0.582
C 1.877 -1.054 -1.741
N -0.184 -2.911 -0.013
O -1.165 0.344 -1.261
S 1.971 0.089 -0.321
H -1.425 2.061 1.548
H -0.020 2.352 0.571
H 0.652 0.695 2.272
H -0.862 -0.273 2.180
H -2.345 0.298 0.260
H -2.493 1.779 -0.493
H 2.897 -0.894 -2.376
H 0.820 -0.841 -2.220
H 1.902 -2.097 -1.407
```

Summary:
Frontier orbital gap (alpha / beta)   0.2822 / 0.2045 hartree
Net charge   0


Run 4
Computed, not measured: a single C6H9NOS molecule, with wB97M-V/def2-TZVPD.

Geometry as XYZ:
```
18
C6H9NOS wB97M-V/def2-TZVPD
C -1.693 1.464 0.122
C 1.465 1.702 -0.141
C 1.829 0.207 -0.226
C 0.446 0.653 -0.583
C -0.517 -2.176 0.185
C -0.729 0.415 0.213
N -2.391 2.358 0.055
O -2.987 -1.182 0.429
S -1.835 -1.038 -0.440
H 1.284 1.998 0.858
H 1.746 2.499 -0.717
H 2.376 0.093 -1.082
H 2.108 -0.490 0.547
H 0.215 0.703 -1.620
H -0.360 -1.954 1.345
H 0.361 -2.222 -0.419
H -0.883 -3.216 0.191
H -0.436 0.185 1.280
```

Summary:
Frontier orbital gap   0.3761 hartree
Net charge   0


The winner here is run 2, beating the second structure by 48.0 kcal/mol.


Run 1
Computed, not measured: a single H4IN2P molecule, with wB97M-V/def2-TZVPD.

Geometry as XYZ:
```
8
H4IN2P wB97M-V/def2-TZVPD
N -0.124 1.231 0.271
N 0.721 -1.022 -0.622
P -0.226 -0.424 0.654
I -2.711 -0.463 -0.184
H 0.793 1.691 0.577
H -0.883 1.556 0.930
H 0.865 -2.060 -0.609
H 1.567 -0.509 -1.016
```

Summary:
SMILES   NP(N)I
Frontier orbital gap   0.3129 hartree
Net charge   0


Run 2
Computed, not measured: 2 unconnected molecules or ions with the total composition H4IN2P, with wB97M-V/def2-TZVPD.

Geometry as XYZ:
```
8
H4IN2P wB97M-V/def2-TZVPD
N 0.393 -1.593 -0.273
N -1.058 0.536 0.406
P 1.866 -1.413 -0.796
I 2.556 1.012 -0.765
H -0.200 -0.842 -0.087
H -1.988 0.253 0.751
H -1.123 1.187 -0.377
H -0.447 0.861 1.141
```

Summary:
SMILES   [H]/N=P\I.N
Frontier orbital gap   0.3266 hartree
Net charge   0


The winner here is run 1, beating the second structure by 15.1 kcal/mol.